ORCA calculation (ωB97M-V/def2-TZVPD) on C20H19F6N3O3S in the gas phase.

Structure (XYZ):
```
52
Properties=species:S:1:pos:R:3:lowdin_charge:R:1
C -0.334 2.341 -2.823 -0.04
H -1.378 2.169 -2.550 0.09
H -0.056 3.352 -2.517 0.10
H -0.190 2.212 -3.893 0.10
O 0.507 1.385 -2.195 -0.03
C 0.453 1.349 -0.861 -0.42
O -0.271 2.105 -0.227 0.08
C 1.310 0.346 -0.251 -0.11
C 1.203 0.069 1.102 -0.46
N 0.458 0.828 1.998 0.10
C -0.631 0.339 2.801 -0.25
N -1.918 0.310 2.124 0.18
C -2.114 -0.262 0.881 -0.40
O -1.268 -0.919 0.325 0.12
C -3.450 0.016 0.298 -0.13
C -4.592 0.225 1.066 -0.03
C -5.803 0.475 0.446 -0.07
C -5.883 0.525 -0.937 -0.08
C -4.752 0.303 -1.706 -0.07
C -3.543 0.040 -1.092 -0.01
H -2.651 -0.151 -1.670 0.12
H -4.816 0.330 -2.783 0.11
H -6.830 0.728 -1.414 0.10
H -6.688 0.629 1.044 0.11
H -4.551 0.159 2.144 0.11
H -2.614 0.969 2.438 0.13
C -0.781 1.378 3.948 -0.57
F -1.845 1.143 4.725 0.16
F 0.285 1.440 4.734 0.19
F -0.967 2.599 3.432 0.17
C -0.374 -1.050 3.451 -0.58
F 0.759 -1.081 4.154 0.14
F -1.368 -1.333 4.306 0.16
F -0.338 -2.053 2.586 0.16
H 0.137 1.660 1.474 0.12
S 2.289 -1.169 1.602 1.17
C 2.869 -1.353 -0.026 -0.44
C 2.266 -0.503 -0.895 -0.20
C 2.635 -0.495 -2.345 -0.11
H 3.158 0.437 -2.578 0.12
C 3.523 -1.710 -2.672 -0.18
N 4.538 -1.996 -1.676 -0.22
C 5.523 -0.942 -1.535 -0.09
H 6.336 -1.309 -0.908 0.08
H 5.125 -0.023 -1.085 0.09
H 5.926 -0.707 -2.518 0.09
C 3.916 -2.352 -0.414 -0.20
H 3.459 -3.343 -0.526 0.13
H 4.684 -2.427 0.359 0.12
H 2.895 -2.601 -2.749 0.13
H 4.020 -1.559 -3.633 0.12
H 1.736 -0.524 -2.959 0.11
```

Calculated values
**Orbital gap**: 8.45 eV
**Total energy**: -2160.96162 Eh
**Strongest force on any atom**: 0.013 Eh/bohr
**E_LUMO**: 0.4 eV
**Structure (SMILES)**: COC(=O)c1c(NC(NC(=O)c2ccccc2)(C(F)(F)F)C(F)(F)F)sc2c1CCN(C)C2

***

ORCA calculation (ωB97M-V/def2-TZVPD) on a molecular structure, C20H19FMgN4O3.

Structure (XYZ):
```
48
Properties=species:S:1:pos:R:3:lowdin_charge:R:1
Mg 0.010 0.234 0.206 0.68
C -2.055 -3.341 -1.340 -0.02
C -1.757 -2.162 -0.644 -0.07
N -0.577 -1.579 -0.714 0.08
C 0.387 -2.142 -1.479 -0.13
C 0.185 -3.316 -2.206 -0.14
C -1.085 -3.914 -2.120 0.01
C 1.261 -3.859 -2.990 -0.01
C 2.465 -3.254 -3.020 -0.01
C 2.708 -2.051 -2.271 -0.14
C 3.952 -1.394 -2.247 0.01
C 4.106 -0.266 -1.489 -0.02
C 3.012 0.217 -0.756 -0.07
N 1.834 -0.370 -0.776 0.09
C 1.679 -1.493 -1.512 -0.13
H -3.038 -3.780 -1.252 0.11
H -2.485 -1.678 -0.005 0.11
H -1.282 -4.826 -2.670 0.12
H 1.084 -4.767 -3.551 0.12
H 3.275 -3.668 -3.607 0.12
H 4.777 -1.794 -2.824 0.12
H 5.050 0.257 -1.441 0.11
H 3.100 1.095 -0.129 0.12
F -0.532 1.697 -0.672 -0.52
C -0.585 -2.734 4.275 -0.07
C -1.642 -1.687 4.600 -0.17
C -1.228 -0.255 4.215 -0.31
C -2.364 0.732 4.550 -0.17
C -2.050 2.172 4.170 -0.07
C -0.009 0.123 5.039 -0.43
O -0.026 0.116 6.251 0.10
N 1.126 0.467 4.349 0.22
C 1.275 0.518 2.963 -0.52
O 2.351 0.831 2.487 0.06
N 0.202 0.173 2.196 0.10
C -0.984 -0.207 2.717 -0.46
O -1.888 -0.513 1.937 0.03
H -0.926 -3.729 4.560 0.08
H 0.347 -2.543 4.812 0.08
H -0.360 -2.756 3.206 0.08
H -1.857 -1.684 5.669 0.12
H -2.568 -1.905 4.067 0.12
H -2.559 0.651 5.621 0.12
H -3.251 0.386 4.016 0.12
H -1.173 2.546 4.704 0.08
H -2.886 2.826 4.419 0.08
H -1.864 2.275 3.099 0.08
H 1.938 0.723 4.892 0.16
```

Calculated values
**Energy above the lowest of the compared OMol25 structures with the same formula, charge and spin**: 1.2 kcal per mole
**Orbital gap**: 8.69 eV
**Total energy**: -1518.52365 Eh
**Strongest force on any atom**: 0.010 Eh/bohr
**E_LUMO**: -0.8 eV

***

ORCA calculation (ωB97M-V/def2-TZVPD) on C20H19FN4O2S in the gas phase.

Structure (XYZ):
```
47
Properties=species:S:1:pos:R:3:lowdin_charge:R:1
O -2.254 -3.346 1.622 0.07
C -2.061 -2.616 0.675 -0.46
N -0.870 -2.562 0.035 -0.04
C -0.528 -1.861 -1.177 -0.11
H -1.408 -1.473 -1.685 0.09
C 0.466 -0.737 -0.863 -0.12
N 1.633 -1.297 -0.214 -0.10
C 2.842 -0.612 -0.300 -0.23
C 3.638 -0.350 0.819 -0.02
C 4.864 0.275 0.691 -0.01
C 5.302 0.653 -0.563 -0.29
C 4.540 0.411 -1.692 -0.01
C 3.322 -0.222 -1.556 -0.02
H 2.745 -0.435 -2.442 0.11
H 4.908 0.707 -2.661 0.12
F 6.498 1.272 -0.691 0.05
H 5.475 0.478 1.557 0.12
H 3.298 -0.618 1.805 0.10
C 1.283 -1.994 1.008 -0.14
H 2.182 -2.433 1.440 0.12
C 0.301 -3.121 0.674 -0.11
H -0.022 -3.630 1.583 0.13
H 0.775 -3.838 -0.003 0.13
H 0.812 -1.323 1.743 0.13
H 0.754 -0.231 -1.784 0.12
H -0.016 0.003 -0.201 0.12
H -0.038 -2.577 -1.849 0.14
C -3.211 -1.783 0.098 -0.06
N -2.908 -0.370 -0.073 0.00
C -3.286 0.264 -1.227 -0.79
N -3.048 1.599 -1.317 0.09
C -2.453 2.352 -0.335 -0.18
C -2.245 3.722 -0.483 -0.01
C -1.633 4.429 0.531 -0.06
C -1.223 3.791 1.697 -0.07
C -1.428 2.436 1.850 0.00
C -2.045 1.705 0.836 -0.07
C -2.265 0.263 0.994 -0.37
O -1.913 -0.371 1.962 0.12
H -1.124 1.912 2.743 0.12
H -0.746 4.357 2.481 0.11
H -1.472 5.490 0.416 0.11
H -2.564 4.215 -1.389 0.11
H -3.345 2.041 -2.177 0.14
S -3.973 -0.498 -2.519 0.70
H -3.523 -2.188 -0.868 0.07
H -4.037 -1.887 0.809 0.15
```

Calculated values
**Energy above the lowest of the compared OMol25 structures with the same formula, charge and spin**: 0.0 kcal per mole
**Orbital gap**: 7.76 eV
**Total energy**: -1641.15815 Eh
**Strongest force on any atom**: 0.015 Eh/bohr
**E_LUMO**: -0.2 eV
**Structure (SMILES)**: O=C(Cn1c(=S)[nH]c2ccccc2c1=O)N1CCN(c2ccc(F)cc2)CC1

***

ORCA calculation (ωB97M-V/def2-TZVPD) on a gas-phase ion, C20H19FNO (charge +1) in a non-equilibrium geometry.

Structure (XYZ):
```
42
Properties=species:S:1:pos:R:3:lowdin_charge:R:1
C 5.671 -0.087 -2.475 -0.04
O 4.625 0.913 -2.533 -0.08
C 3.305 0.574 -2.372 -0.24
C 2.379 1.651 -2.392 0.03
C 1.064 1.436 -2.015 -0.05
C 0.693 0.200 -1.487 -0.20
N -0.752 -0.022 -0.940 0.15
C 1.501 -0.910 -1.733 -0.01
C 2.821 -0.740 -2.154 0.01
H 6.580 0.510 -2.529 0.10
H 5.650 -0.661 -1.540 0.10
H 5.614 -0.760 -3.338 0.10
H 2.760 2.644 -2.665 0.14
H 0.343 2.253 -2.090 0.13
H -0.834 -1.037 -1.136 0.18
H -1.295 0.385 -1.704 0.17
H 1.131 -1.919 -1.576 0.12
H 3.512 -1.579 -2.278 0.12
F -0.468 0.193 5.187 0.05
C -0.135 0.578 3.909 -0.23
C 1.124 1.122 3.696 0.02
C 1.459 1.432 2.373 -0.04
C 0.526 1.282 1.360 -0.06
C -0.693 0.640 1.535 -0.14
C -1.516 0.504 0.238 -0.15
C -2.760 -0.422 0.304 -0.18
C -3.860 -0.343 -0.586 -0.03
C -4.972 -1.182 -0.412 -0.06
C -5.063 -2.048 0.677 -0.06
C -3.974 -2.172 1.535 -0.05
C -2.847 -1.376 1.326 -0.06
C -1.078 0.380 2.889 0.05
H 1.799 1.324 4.528 0.13
H 2.454 1.762 2.122 0.11
H 0.740 1.708 0.383 0.09
H -1.883 1.519 0.009 0.17
H -3.843 0.376 -1.421 0.12
H -5.775 -1.172 -1.143 0.11
H -5.981 -2.582 0.894 0.11
H -3.963 -2.879 2.354 0.12
H -2.000 -1.499 2.006 0.10
H -2.058 0.005 3.193 0.12
```

Calculated values
**Orbital gap**: 9.26 eV
**Total energy**: -1003.08359 Eh
**Charge**: +1
**Strongest force on any atom**: 0.074 Eh/bohr
**E_LUMO**: -2.8 eV
**Structure (SMILES)**: COc1ccc([NH2+][C@@H](c2ccccc2)c2cccc(F)c2)cc1

***

no.,highest occupied orbital energy (eV)
1,-8.0
2,-9.5
3,-7.9
4,-12.0